Formula: C30H37N6SSeSiTa
Source: OMol25
Level of theory: ωB97M-V with the def2-TZVPD basis set

```
77
Properties=species:S:1:pos:R:3:forces:R:3
Ta 0.383 -18.349 11.077 2.32 2.27 3.76
N 0.179 -19.485 15.547 0.05 -1.23 0.04
C 0.136 -19.338 14.199 -1.37 -0.91 0.34
S 1.046 -18.069 13.565 1.15 0.47 -2.21
N -0.717 -20.069 13.482 0.53 0.43 0.51
N -0.828 -19.681 12.174 -0.86 -0.10 -0.33
C -1.992 -19.984 11.550 1.90 0.14 2.58
C -3.036 -20.669 12.295 0.02 0.56 -1.82
C -2.806 -21.876 12.899 1.82 -1.00 1.53
C -3.818 -22.528 13.576 0.36 -0.38 0.50
C -5.103 -21.979 13.564 0.50 -1.47 1.59
C -5.336 -20.855 12.816 -0.91 0.64 -0.53
C -4.311 -20.155 12.194 -1.02 -0.52 -0.16
C -2.106 -19.475 10.209 0.53 -0.36 -1.01
C -2.981 -20.011 9.281 0.00 -1.44 2.30
C -2.954 -19.474 8.041 -1.68 0.16 -2.48
C -2.114 -18.407 7.680 0.04 -0.03 1.37
C -1.177 -17.960 8.623 -1.13 -0.92 -1.22
N -1.131 -18.565 9.830 -2.31 -0.72 -0.71
H 0.991 -19.190 16.090 -0.39 0.13 -0.56
H -0.274 -20.320 15.939 0.08 0.61 -0.38
H -1.744 -22.190 13.034 -1.16 -0.08 -0.38
H -3.547 -23.418 14.177 -0.47 0.61 -0.52
H -5.846 -22.435 14.272 0.43 0.53 -1.29
H -6.372 -20.598 12.670 -0.09 0.65 0.16
H -4.481 -19.268 11.605 -0.28 0.20 0.06
H -3.608 -20.915 9.575 0.71 1.61 -0.48
H -3.754 -19.901 7.366 1.35 0.82 0.26
H -2.255 -17.912 6.742 0.25 0.14 -0.39
H -0.468 -17.171 8.392 0.02 -0.03 0.17
N 1.822 -16.743 10.645 1.17 0.83 -0.46
C 2.623 -15.891 10.540 -1.89 -1.00 1.06
C 3.542 -14.830 10.690 1.09 0.03 -0.42
C 4.249 -14.778 11.908 0.38 -0.16 0.16
C 5.339 -13.909 12.019 0.34 -0.67 1.97
C 5.704 -13.155 10.937 0.24 1.19 0.16
C 5.004 -13.183 9.747 0.30 0.33 -1.33
C 3.938 -14.022 9.590 -0.96 -0.61 0.95
H 3.973 -15.442 12.728 0.06 0.23 -0.18
H 5.965 -13.815 12.980 -1.33 -0.32 -1.56
H 6.466 -12.398 11.078 0.28 -0.27 -0.20
H 5.332 -12.577 8.890 -0.25 -0.15 0.58
H 3.296 -14.022 8.733 0.16 -0.03 -0.60
C 1.812 -21.821 10.509 -2.14 -0.23 -0.24
Si 2.247 -20.041 10.147 3.02 -1.17 -0.46
C 2.681 -20.183 8.226 -0.18 0.29 -0.39
C 1.357 -20.013 7.443 -0.35 0.25 0.56
C 3.109 -21.602 7.796 1.00 -0.56 1.55
C 3.716 -19.162 7.693 -0.56 0.81 -0.04
C 4.064 -19.978 11.106 -0.35 0.39 0.18
C 4.513 -18.511 11.165 0.11 -0.18 0.65
C 5.124 -20.879 10.398 -0.77 -0.02 -0.61
C 3.975 -20.519 12.560 -2.94 -0.06 -1.10
H 2.629 -22.488 10.420 1.27 -0.29 -0.32
H 1.083 -22.200 9.771 0.04 0.16 0.28
H 1.414 -22.067 11.477 -0.42 0.21 0.64
H 0.556 -20.654 7.870 0.32 0.23 -0.23
H 1.460 -20.271 6.389 0.13 -0.11 -0.04
H 1.003 -18.983 7.468 -0.05 0.24 0.04
H 2.258 -22.270 7.911 0.27 -0.34 0.27
H 4.056 -22.018 8.258 -1.35 0.46 -0.15
H 3.333 -21.638 6.760 0.12 0.43 -1.26
H 3.536 -18.111 8.004 -0.16 -0.47 0.12
H 3.578 -19.130 6.610 0.36 -0.11 -0.13
H 4.771 -19.346 7.920 -0.34 -0.30 -0.04
H 4.545 -17.998 10.217 -0.19 0.04 -0.59
H 5.547 -18.502 11.512 0.06 0.27 0.39
H 3.859 -17.920 11.848 0.60 -0.42 -0.23
H 5.420 -20.469 9.408 -0.15 -0.39 0.68
H 4.655 -21.885 10.241 0.79 0.73 0.15
H 6.051 -20.994 11.003 -0.68 0.14 -0.18
H 3.150 -19.977 13.126 1.25 -0.61 -0.31
H 4.913 -20.501 13.028 1.32 0.55 0.87
H 3.711 -21.589 12.534 -0.12 0.31 0.03
Se -1.073 -16.133 12.153 0.13 -0.71 -0.82
C -2.613 -16.558 11.250 -1.28 0.69 -0.72
N -3.618 -16.674 10.668 1.25 -0.43 0.64
```
Positions in Å, forces in eV/Å.

## Properties
* highest occupied orbital energy: -13.62 eV
* total charge: +2
* orbital gap: 5.033 eV
* ΔE to the lowest compared entry with this formula, charge and spin: 0.0 kcal/mol
* energy: -126245.17499 eV
* LUMO level: -8.589 eV

---

Formula: C30H37NO4
Source: OMol25
Level of theory: ωB97M-V with the def2-TZVPD basis set

```
72
Properties=species:S:1:pos:R:3:forces:R:3
C -3.943 -2.058 3.597 -0.27 -0.52 0.27
C -3.336 -0.688 3.721 0.03 0.00 -0.32
O -2.017 -0.751 3.146 -0.21 -0.36 0.22
C -1.383 0.439 3.161 0.30 2.27 0.33
C 0.081 0.493 3.100 -1.14 -1.22 0.40
C 0.687 1.753 3.690 0.12 0.37 0.04
C 0.092 3.056 3.172 -0.37 0.08 0.13
C 0.702 4.276 3.841 0.54 -0.11 0.08
C 0.549 4.281 5.369 -0.24 -0.06 0.08
C 0.910 2.944 6.029 0.33 -0.06 -0.11
C 0.465 1.726 5.225 -0.31 -0.45 -0.09
C 0.898 -0.696 3.374 0.59 1.78 0.53
O 1.993 -0.530 3.917 -0.10 -0.99 -0.38
O 0.432 -1.923 3.083 -0.03 -0.50 0.13
C 1.224 -3.013 3.604 -0.12 0.27 -0.34
C 0.433 -4.281 3.384 -0.25 -0.30 0.17
O -2.060 1.482 3.332 0.11 -2.02 -0.32
H -5.033 -1.974 3.666 0.06 -0.08 0.05
H -3.700 -2.543 2.649 0.08 0.30 0.46
H -3.609 -2.711 4.419 -0.04 0.10 -0.35
H -3.925 0.078 3.200 0.17 -0.19 0.20
H -3.271 -0.430 4.787 0.10 0.28 -0.31
H 1.757 1.739 3.459 -0.01 -0.01 0.18
H 0.203 3.081 2.085 0.01 0.22 -0.08
H -0.972 3.002 3.397 0.28 0.42 -0.24
H 1.771 4.279 3.599 0.11 0.23 0.02
H 0.260 5.190 3.432 0.10 -0.02 -0.01
H 1.172 5.073 5.810 -0.22 -0.06 -0.12
H -0.495 4.515 5.627 0.14 0.00 -0.14
H 1.992 2.889 6.220 -0.13 0.06 -0.13
H 0.414 2.877 7.008 0.24 0.10 -0.08
H -0.624 1.639 5.337 0.10 -0.08 0.10
H 0.928 0.813 5.618 -0.13 0.23 0.05
H 2.190 -3.023 3.085 -0.16 0.01 0.19
H 1.395 -2.892 4.681 0.14 0.26 -0.31
H 1.106 -5.139 3.457 -0.07 -0.01 0.01
H -0.318 -4.380 4.182 0.05 -0.03 -0.37
H -0.074 -4.320 2.411 0.18 0.14 0.20
C 1.120 -4.714 -3.398 0.40 0.12 -0.24
C 0.125 -4.406 -2.350 -0.52 2.07 1.46
N -0.596 -5.442 -1.861 -0.82 -0.57 0.53
C -1.540 -5.012 -0.935 0.56 0.35 -0.67
C -1.402 -3.612 -0.814 0.10 -0.65 -0.17
C -2.353 -2.914 -0.063 -0.47 0.15 -0.03
C -3.385 -3.631 0.551 0.37 0.07 -0.22
C -3.415 -5.040 0.519 0.31 -0.15 -0.55
C -2.520 -5.743 -0.296 -0.34 -0.07 0.68
C -0.294 -3.210 -1.680 -0.53 -2.96 -0.32
C 0.113 -1.841 -1.705 -0.54 0.96 -1.43
C -0.610 -0.881 -2.455 0.28 -0.04 0.45
C -1.943 -1.157 -2.895 -0.13 -0.09 -0.17
C -2.767 -0.150 -3.360 0.27 -0.61 0.18
C -2.309 1.178 -3.375 0.08 -0.05 0.04
C -3.290 2.299 -3.522 0.04 0.19 -0.15
C -0.928 1.422 -3.194 0.27 -0.18 0.05
C -0.090 0.423 -2.728 -0.17 0.14 0.25
H 1.273 -3.840 -4.032 0.20 -0.12 -0.01
H 2.073 -5.033 -2.953 -0.15 0.17 -0.20
H 0.748 -5.538 -4.024 0.13 0.27 0.10
H -0.501 -6.405 -2.172 -0.02 0.53 0.10
H -2.315 -1.821 -0.042 -0.12 -0.36 0.24
H -4.201 -3.100 1.045 0.46 -0.24 -0.20
H -4.146 -5.573 1.123 0.00 0.08 -0.32
H -2.535 -6.824 -0.454 -0.24 0.27 0.33
H 0.931 -1.549 -1.071 0.57 0.38 -0.16
H -2.338 -2.166 -2.777 0.15 0.26 -0.09
H -3.779 -0.418 -3.682 0.30 0.35 0.32
H -2.778 3.265 -3.510 -0.15 -0.11 -0.16
H -3.891 2.193 -4.434 0.17 0.08 0.12
H -4.000 2.302 -2.681 0.23 -0.13 -0.14
H -0.523 2.414 -3.417 -0.22 -0.33 0.28
H 0.977 0.594 -2.552 -0.46 0.14 0.01
```
Positions in Å, forces in eV/Å.

## Properties
* highest occupied orbital energy: -5.68 eV
* orbital gap: 2.450 eV
* ΔE to the lowest compared entry with this formula, charge and spin: 66.4 kcal/mol
* energy: -41386.49565 eV
* LUMO level: -3.229 eV

---

Formula: C30H38BBrF4MgN2OS2
Source: OMol25
Level of theory: ωB97M-V with the def2-TZVPD basis set

```
80
Properties=species:S:1:pos:R:3:forces:R:3
Mg -0.023 -0.155 0.747 0.52 0.42 0.77
C 2.408 -0.502 -1.493 -0.04 -0.01 -0.01
N 1.962 0.590 -0.621 -0.20 0.12 -0.16
C 1.213 1.601 -1.385 0.01 -0.03 0.10
C 0.433 2.524 -0.461 0.01 -0.12 -0.11
N -0.729 1.840 0.135 -0.06 0.13 -0.06
C -1.849 1.741 -0.836 -0.02 -0.04 0.01
C -1.226 2.511 1.335 -0.04 -0.02 -0.05
C -1.239 3.898 1.387 0.06 0.02 -0.05
C -1.764 4.580 2.473 -0.05 -0.05 0.07
C -2.307 3.845 3.520 0.04 0.00 -0.06
C -2.302 2.463 3.472 0.03 0.01 -0.05
C -1.766 1.744 2.388 -0.03 0.08 0.03
S -1.811 0.001 2.404 -0.07 0.03 -0.13
C 3.080 1.185 0.094 -0.03 0.01 0.08
C 4.192 1.620 -0.623 0.03 0.00 -0.03
C 5.296 2.175 0.003 -0.01 0.02 0.03
C 5.277 2.306 1.390 -0.04 -0.05 -0.03
C 4.173 1.894 2.110 -0.06 0.00 -0.07
C 3.029 1.331 1.496 0.05 0.04 -0.02
S 1.656 0.897 2.456 -0.12 0.00 -0.07
H 3.055 -0.153 -2.310 0.01 0.01 0.02
H 1.542 -0.991 -1.936 0.01 0.02 0.03
H 2.951 -1.236 -0.899 0.00 0.01 0.01
H 0.531 1.076 -2.059 0.02 0.00 0.00
H 1.885 2.211 -2.006 0.05 -0.02 -0.05
H 0.123 3.404 -1.038 -0.07 0.03 0.00
H 1.086 2.852 0.348 -0.01 0.03 0.04
H -2.081 2.730 -1.250 0.02 0.04 0.02
H -2.728 1.347 -0.334 0.03 -0.06 0.02
H -1.618 1.056 -1.652 0.02 0.01 0.03
H -0.829 4.468 0.561 -0.01 -0.03 0.01
H -1.757 5.664 2.493 0.00 0.00 0.00
H -2.734 4.354 4.377 0.01 -0.02 0.02
H -2.718 1.887 4.290 0.01 0.01 0.00
H 4.202 1.525 -1.704 -0.04 -0.04 0.02
H 6.151 2.496 -0.580 0.00 0.01 0.02
H 6.129 2.734 1.907 -0.01 0.00 0.02
H 4.142 2.008 3.187 0.04 -0.01 -0.01
C 3.233 -5.969 -3.351 0.00 -0.02 0.00
C 2.429 -6.519 -2.162 -0.02 0.00 -0.01
C 3.352 -7.419 -1.339 -0.03 -0.01 0.01
C 1.278 -7.382 -2.698 0.00 -0.01 0.02
C 1.883 -5.348 -1.346 0.04 0.06 0.02
C 0.939 -4.494 -1.902 -0.01 -0.04 0.07
C 0.501 -3.388 -1.204 -0.09 0.14 -0.14
Br -0.828 -2.297 -2.027 0.06 0.04 0.22
C 0.985 -3.011 0.074 -0.06 -0.07 -0.18
O 0.615 -1.914 0.647 0.10 -0.61 -0.24
C 1.908 -3.924 0.664 0.00 -0.07 0.05
C 2.322 -5.039 -0.060 0.00 -0.06 0.01
C 2.462 -3.651 2.068 -0.06 0.12 -0.05
C 3.342 -2.392 2.017 -0.02 -0.01 -0.03
C 1.313 -3.441 3.068 0.02 0.02 -0.02
C 3.322 -4.803 2.592 0.03 0.00 -0.03
H 3.587 -6.782 -3.996 -0.01 0.03 0.03
H 4.097 -5.404 -2.994 -0.02 0.00 -0.02
H 2.619 -5.294 -3.951 0.02 -0.03 0.00
H 3.704 -8.247 -1.961 0.00 0.01 0.02
H 2.827 -7.839 -0.477 0.03 0.01 -0.02
H 4.226 -6.873 -0.977 -0.02 -0.02 0.00
H 1.671 -8.265 -3.212 -0.02 0.02 -0.02
H 0.657 -6.829 -3.405 0.00 -0.01 0.04
H 0.637 -7.714 -1.878 0.01 -0.01 -0.02
H 0.518 -4.678 -2.884 0.05 0.02 0.01
H 3.025 -5.710 0.410 0.02 0.05 0.00
H 2.759 -1.522 1.717 0.03 -0.02 0.04
H 4.166 -2.532 1.309 0.00 -0.02 0.03
H 3.765 -2.182 3.005 -0.01 0.01 -0.03
H 0.676 -2.616 2.763 -0.01 -0.01 0.03
H 1.718 -3.210 4.058 0.01 -0.04 -0.02
H 0.702 -4.346 3.142 0.02 0.01 0.01
H 4.220 -4.948 1.985 -0.01 -0.02 0.03
H 2.767 -5.745 2.627 0.01 0.02 0.00
H 3.644 -4.562 3.609 0.00 -0.01 -0.02
F -3.332 -0.904 -0.753 -0.29 0.00 -0.15
B -4.385 -0.571 -1.630 0.05 0.03 -0.07
F -3.824 0.009 -2.806 -0.05 -0.05 0.10
F -5.245 0.372 -1.021 0.12 -0.12 -0.09
F -5.112 -1.727 -1.984 0.06 0.13 0.03
```
Positions in Å, forces in eV/Å.

## Properties
* highest occupied orbital energy: -1.94 eV
* total charge: -2
* orbital gap: 5.901 eV
* ΔE to the lowest compared entry with this formula, charge and spin: 0.0 kcal/mol
* energy: -145472.42142 eV
* LUMO level: 3.962 eV